No. 1
116
Properties=species:S:1:pos:R:3:mulliken_charge:R:1 method="wB97M-V/def2-TZVPD" lumo_energy_ev=0.66 gap_ev=8.83 smiles=C[C@@H](Br)C[PH3]CCCS.C1CCOC1.C1CCOC1.C1CCOC1.C1CCOC1.C1CCOC1.C1CCOC1.C1CCOC1
C -1.49 -2.43 -4.32 -0.1571
H 6.14 9.13 5.61 0.3299
H -3.33 -1.31 -4.51 0.2793
H -3.01 3.62 0.60 0.1031
H 6.31 0.06 -7.23 0.3577
C -9.98 -3.73 0.88 -0.5526
H -0.86 6.41 2.93 0.2927
H 7.13 -1.13 -6.21 0.2821
C 3.35 -4.64 -4.47 -0.3068
H -0.38 4.71 2.96 -0.3623
H -4.69 -3.25 -4.09 0.2928
H -5.89 -1.43 0.92 0.3054
H -3.08 1.77 3.23 0.4145
C -2.90 -2.24 -4.87 -0.6512
C -0.26 5.72 4.90 -0.6526
O -7.99 -4.81 1.54 -0.3696
H -7.53 -4.33 -0.42 0.2068
H 0.83 2.40 1.96 -0.2278
H 1.65 -5.65 -5.34 0.2988
H -0.99 -3.59 -2.53 0.1912
Br 5.29 0.79 1.32 -0.1908
H -0.89 -1.52 -4.32 0.4013
H 2.52 -6.66 -4.18 0.3678
C 6.12 8.11 5.99 -0.5542
H -2.99 -3.31 2.54 0.3010
H -1.27 5.90 5.26 0.3974
H -4.80 -1.17 2.29 0.2315
H -1.53 2.54 2.97 0.1218
H -9.71 -4.91 2.68 0.2616
H 7.00 -3.77 -7.18 0.2847
H 0.28 7.80 5.11 0.3024
C -0.93 1.53 0.51 -1.0387
C 5.67 5.83 5.58 -0.0738
H -9.65 -2.75 0.54 0.2578
C 6.23 -3.24 -7.75 -0.4817
S -3.39 3.62 1.88 -0.2208
C -8.16 -5.03 0.14 -0.3704
H 6.42 5.29 6.16 0.3156
H 5.68 7.33 4.02 0.2616
H 4.07 -4.83 -3.66 0.2643
H -0.96 2.60 0.26 0.3743
C 1.83 6.58 4.21 -0.0507
H 4.70 8.00 7.65 0.3101
C -9.16 -4.19 2.08 -0.3672
C 0.74 6.82 5.25 -0.5915
C -2.44 2.20 2.47 -0.4389
H -9.81 -4.48 -1.18 0.3274
H 1.12 6.76 6.27 0.3363
H -0.95 -3.19 -4.90 0.0316
H 5.21 5.13 4.88 -0.0322
C 6.38 -1.00 -7.00 -0.5781
O -3.89 -1.58 0.48 -0.3591
C -4.99 -3.26 1.72 0.0273
H 0.28 -5.28 -3.40 0.2906
H -10.21 -5.71 0.03 0.2584
P 0.77 1.15 1.28 0.6024
H -11.05 -3.66 1.11 0.3436
C 3.56 1.65 1.65 -0.0079
O 4.66 6.32 6.46 -0.4076
H 7.30 6.89 4.57 0.3585
H -2.02 -2.45 0.51 0.2652
H 3.33 2.15 0.71 0.3677
H 6.17 -1.54 -9.08 0.2652
H -3.53 -4.33 -4.89 0.2567
C 2.20 -5.64 -4.39 -0.7393
H 3.95 8.21 6.06 0.1487
H -1.91 -2.11 -2.22 -0.0275
H 4.04 2.22 3.67 0.3820
H 3.89 -4.64 -5.41 0.1959
C -0.17 5.69 3.38 0.2702
H 2.24 -2.91 -5.16 0.2211
C -3.50 -3.61 1.63 -0.7786
H 2.44 0.42 3.04 0.4643
C -3.63 -3.44 -4.26 -0.4209
H 2.56 5.85 4.57 -0.0118
H -5.43 -3.48 2.69 0.3845
H 0.08 4.76 5.32 0.2769
H 4.87 -1.50 -5.49 0.1576
H 2.36 7.50 3.94 0.2570
C 3.74 2.69 2.74 -0.9414
H -7.83 -6.05 -0.10 0.3155
H -0.98 0.98 -0.43 0.4263
C -1.78 -2.94 -2.92 -0.1339
H -2.99 1.01 0.79 0.3939
C 6.73 -1.87 -8.21 -0.5747
H 6.92 8.01 6.73 0.2594
H -3.31 -4.67 1.46 0.3795
O 1.17 6.06 3.06 -0.4630
H -3.22 -3.27 -0.50 -0.0685
H 3.24 -2.57 -3.73 0.1920
H 2.81 3.24 2.88 -0.0057
H -8.84 -3.36 2.72 0.2591
H 5.91 -3.88 -8.57 0.2825
H 4.21 -1.14 -7.10 0.2545
C 1.34 -5.05 -3.29 -0.3487
H -2.95 -2.24 -5.96 0.3596
O 5.11 -2.99 -6.90 -0.2995
C 6.27 7.05 4.90 -0.5516
O 1.52 -3.64 -3.36 -0.3517
H 1.32 0.98 -0.03 -0.0252
H 1.66 -5.40 -2.30 0.2606
C -9.64 -4.80 -0.16 -0.5273
C 2.62 -3.33 -4.22 -0.3316
H -5.56 -3.81 0.97 -0.2180
H 2.70 -0.31 1.44 0.4761
C -2.11 1.16 1.40 -0.5347
C 5.05 -1.60 -6.56 -0.2874
C 2.48 0.63 1.97 -1.0955
H 4.50 3.42 2.46 0.4329
H 0.19 0.08 2.01 -0.0991
H 7.79 -1.87 -8.46 0.3362
H -1.91 0.21 1.90 0.2170
C -4.97 -1.78 1.39 -0.5625
O -3.00 -3.68 -3.01 -0.4364
C 4.78 7.74 6.60 -0.3218
C -3.06 -2.75 0.45 0.0587

---

No. 2
13
Properties=species:S:1:pos:R:3:nbo_charge:R:1 method="wB97M-V/def2-TZVPD" lumo_energy_ev=0.52 e_above_lowest_kcal_mol=30.5 gap_ev=10.49 smiles=c1cncnc1.O
H -1.33 1.72 2.97 0.2225
H 0.09 -1.21 -0.56 0.1729
C -1.01 1.02 2.19 -0.3075
H 2.82 -0.98 -4.05 0.4703
H 1.10 0.87 2.85 0.2035
H 1.50 -1.16 -4.84 0.4702
N -1.43 -0.04 0.09 -0.4405
C -0.23 -0.52 0.24 0.2522
N 0.68 -0.28 1.11 -0.4471
C 0.35 0.53 2.12 0.0746
H -2.93 1.00 1.27 0.2031
O 2.28 -1.66 -4.50 -0.9404
C -1.89 0.69 1.12 0.0662